47
Properties=species:S:1:pos:R:3 method="wB97M-V/def2-TZVPD" e_homo_ha=-0.3850 homo_lumo_gap_ev=10.8 smiles="COC(=O)OC.ClCCl.ClCCl.ClCCl.ClCCl.ClCCl.ClCCl.ClCCl" largest_force_ev_per_a=3.98 total_energy_ev=-192149.972 e_above_lowest_kcal_mol=27.6
C -11.401 10.399 22.547
O -12.723 10.208 22.766
C -13.450 9.310 22.070
O -12.920 8.545 21.269
O -14.721 9.381 22.458
C -15.595 8.450 22.040
H -10.822 9.507 22.786
H -11.124 11.224 23.202
H -11.184 10.718 21.527
H -16.592 8.857 22.208
H -15.348 7.456 22.412
H -15.518 8.254 20.971
Cl -8.779 6.981 18.891
C -7.684 7.704 20.210
Cl -8.655 8.356 21.506
H -7.145 6.869 20.657
H -6.957 8.424 19.835
Cl -8.144 6.892 14.887
C -9.293 8.018 15.653
Cl -8.539 9.408 16.428
H -10.006 8.318 14.885
H -9.906 7.410 16.318
Cl -12.715 5.261 22.027
C -10.913 5.449 21.895
Cl -10.332 4.264 20.710
H -10.638 6.454 21.575
H -10.338 5.230 22.796
Cl -6.001 10.971 20.147
C -7.292 12.197 19.851
Cl -8.571 11.533 18.815
H -7.784 12.478 20.782
H -6.944 13.080 19.316
Cl -5.326 4.998 19.748
C -3.702 4.475 19.191
Cl -3.691 2.800 18.518
H -3.313 5.218 18.495
H -3.131 4.416 20.118
Cl -8.484 11.409 25.273
C -7.694 10.214 24.227
Cl -6.130 9.778 24.897
H -8.357 9.355 24.127
H -7.432 10.669 23.272
Cl -3.814 7.228 21.829
C -4.606 6.022 22.936
Cl -6.315 6.422 23.273
H -4.516 5.005 22.556
H -4.146 6.103 23.920

43
Properties=species:S:1:pos:R:3 method="wB97M-V/def2-TZVPD" e_homo_ha=-0.2191 homo_lumo_gap_ev=8.7 charge=-1 largest_force_ev_per_a=1.84 total_energy_ev=-153760.167
Zr -0.148 -0.481 -0.302
O 1.641 -1.339 -0.686
C 1.850 -2.727 -0.561
C 1.055 -3.261 0.631
N -0.310 -2.720 0.574
C -1.188 -3.464 -0.345
C -1.118 -2.938 -1.790
O -1.228 -3.716 -2.716
O -0.962 -1.654 -1.871
C -0.953 -2.436 1.866
C -2.148 -1.487 1.652
O -3.101 -1.518 2.395
O -2.007 -0.699 0.615
H 2.723 -0.085 0.032
H 1.536 -3.224 -1.487
H 2.913 -2.942 -0.413
H 1.044 -4.358 0.618
H 1.521 -2.912 1.550
H -0.950 -4.530 -0.348
H -2.223 -3.342 -0.024
H -1.318 -3.333 2.376
H -0.226 -1.934 2.510
C -0.807 4.342 -2.156
Ge -0.294 2.991 -0.809
C 1.302 3.737 0.051
C -1.821 2.931 0.425
C -0.042 1.266 -1.728
H -0.890 5.329 -1.695
H -1.770 4.091 -2.607
H -0.065 4.394 -2.956
H 1.368 4.787 -0.241
H 2.212 3.232 -0.273
H 1.261 3.679 1.138
H -2.422 3.830 0.277
H -1.500 2.885 1.465
H -2.454 2.061 0.244
H 0.909 1.284 -2.270
H -0.854 1.208 -2.461
O 2.275 1.838 2.921
Se 1.902 0.617 1.968
O 2.903 0.737 0.556
O 0.327 0.748 1.355
O 2.055 -0.890 2.521

42
Properties=species:S:1:pos:R:3 method="wB97M-V/def2-TZVPD" e_homo_ha=-0.4075 homo_lumo_gap_ev=7.3 charge=+1 largest_force_ev_per_a=1.24 total_energy_ev=-300525.660 e_above_lowest_kcal_mol=4.5
Hf 0.023 -0.107 0.397
Se -0.638 0.738 2.780
Se 1.325 -0.503 3.090
Se 2.844 0.622 1.680
Se 2.469 -0.365 -0.423
C 0.404 0.983 -3.497
P -0.435 -0.173 -2.382
C 0.092 -1.786 -3.022
C -2.211 -0.020 -2.791
C -3.152 -0.494 -1.681
P -2.695 0.170 -0.050
C -3.312 1.872 -0.065
C -3.729 -0.693 1.158
H 0.221 0.676 -4.529
H 1.476 0.970 -3.304
H 0.045 2.002 -3.374
H -0.057 -1.816 -4.103
H -0.481 -2.587 -2.563
H 1.148 -1.949 -2.804
H -2.396 -0.566 -3.719
H -2.393 1.034 -3.014
H -3.153 -1.581 -1.615
H -4.182 -0.193 -1.890
H -4.400 1.877 -0.143
H -2.902 2.421 -0.912
H -3.019 2.384 0.851
H -4.661 -1.024 0.698
H -3.961 -0.009 1.974
H -3.208 -1.548 1.584
C -0.170 3.263 -0.761
O 0.288 2.232 0.122
H 0.675 3.814 -1.169
H -0.844 3.936 -0.234
H -0.704 2.776 -1.568
H 0.789 2.582 0.865
O -0.203 -2.017 0.915
N -0.998 -2.411 -0.081
C -1.507 -3.577 0.071
C -1.226 -4.399 1.223
N -1.005 -5.073 2.125
C -2.382 -4.018 -0.995
N -3.070 -4.367 -1.846

35
Properties=species:S:1:pos:R:3 method="wB97M-V/def2-TZVPD" e_homo_ha="-0.3858 / -0.3773" spin_multiplicity=3 homo_lumo_gap_ev="7.1 / 6.9" charge=+1 largest_force_ev_per_a=2.40 total_energy_ev=-35644.833 e_above_lowest_kcal_mol=25.2
C -1.369 -0.405 -3.671
C -0.234 0.161 -4.451
C 0.657 -0.981 -4.578
C 0.400 -2.012 -3.645
C -0.802 -1.705 -2.938
Mo 0.247 0.126 -2.412
P 1.244 2.483 -2.081
H -2.363 -0.039 -3.876
H -0.047 1.114 -4.992
H 1.333 -1.099 -5.399
H -1.151 -2.459 -2.199
H 0.994 -2.921 -3.604
H 0.746 3.720 -1.632
H 1.904 2.904 -3.242
H 2.413 2.444 -1.233
C -0.712 -2.115 3.677
C 0.053 -1.677 2.431
N -0.841 -1.162 1.358
C -0.801 0.023 0.748
S -1.493 0.214 -0.814
N -0.274 1.133 1.369
C -0.316 1.465 2.862
C 1.069 1.888 3.310
H -1.594 -1.485 3.795
H -0.129 -2.093 4.618
H -1.149 -3.093 3.479
H 0.737 -0.871 2.699
H 0.670 -2.518 2.072
H -1.384 -1.916 0.935
H -0.298 1.960 0.768
H -0.989 2.336 2.936
H -0.769 0.648 3.455
H 1.386 2.804 2.782
H 1.072 2.038 4.387
H 1.791 1.091 3.087

Copy entry 3 word for word.
42
Properties=species:S:1:pos:R:3 method="wB97M-V/def2-TZVPD" e_homo_ha=-0.4075 homo_lumo_gap_ev=7.3 charge=+1 largest_force_ev_per_a=1.24 total_energy_ev=-300525.660 e_above_lowest_kcal_mol=4.5
Hf 0.023 -0.107 0.397
Se -0.638 0.738 2.780
Se 1.325 -0.503 3.090
Se 2.844 0.622 1.680
Se 2.469 -0.365 -0.423
C 0.404 0.983 -3.497
P -0.435 -0.173 -2.382
C 0.092 -1.786 -3.022
C -2.211 -0.020 -2.791
C -3.152 -0.494 -1.681
P -2.695 0.170 -0.050
C -3.312 1.872 -0.065
C -3.729 -0.693 1.158
H 0.221 0.676 -4.529
H 1.476 0.970 -3.304
H 0.045 2.002 -3.374
H -0.057 -1.816 -4.103
H -0.481 -2.587 -2.563
H 1.148 -1.949 -2.804
H -2.396 -0.566 -3.719
H -2.393 1.034 -3.014
H -3.153 -1.581 -1.615
H -4.182 -0.193 -1.890
H -4.400 1.877 -0.143
H -2.902 2.421 -0.912
H -3.019 2.384 0.851
H -4.661 -1.024 0.698
H -3.961 -0.009 1.974
H -3.208 -1.548 1.584
C -0.170 3.263 -0.761
O 0.288 2.232 0.122
H 0.675 3.814 -1.169
H -0.844 3.936 -0.234
H -0.704 2.776 -1.568
H 0.789 2.582 0.865
O -0.203 -2.017 0.915
N -0.998 -2.411 -0.081
C -1.507 -3.577 0.071
C -1.226 -4.399 1.223
N -1.005 -5.073 2.125
C -2.382 -4.018 -0.995
N -3.070 -4.367 -1.846